{
  "formula": "C3H8NO2",
  "method": "ωB97M-V with the def2-TZVPD basis set",
  "de_lowest_kcal_mol": 43.94,
  "multiplicity": 2,
  "homo_energy_ev": [-3.76, -10.31],
  "gap_ev": [4.23, 10.67],
  "s_squared": 0.75,
  "symbols": ["O", "C", "C", "C", "O", "N", "H", "H", "H", "H", "H", "H", "H", "H"],
  "positions_angstrom": [[2.119265, 1.054244, 0.510500], [1.396214, 0.109398, 0.704451], [-0.084158, 0.196687, 0.453828], [-0.655709, -0.999756, -0.314302], [0.393575, -1.941299, -0.534123], [-0.408559, 1.497678, -0.189476], [1.728110, -0.845800, 1.137223], [-0.537331, 0.244773, 1.448800], [-1.021533, -0.641369, -1.267572], [-1.509270, -1.460235, 0.187092], [0.020896, -2.711400, -1.002739], [-0.023583, 2.287403, 0.363077], [0.039575, 1.569950, -1.128193], [-1.457496, 1.639726, -0.368564]],
  "forces_ev_per_angstrom": [[0.383, 0.370, 0.197], [-0.315, -0.255, -0.299], [-0.003, -0.504, 0.369], [0.250, -0.169, -0.354], [-0.415, -0.511, -0.159], [0.003, 0.071, -0.876], [0.114, 0.115, -0.061], [-0.303, 0.128, 0.161], [-0.154, 0.153, -0.319], [0.039, 0.077, 0.295], [0.259, 0.546, 0.332], [-0.209, 0.063, 0.131], [0.078, -0.103, 0.099], [0.271, 0.019, 0.486]]
}

---

{
  "formula": "C3H8NO2",
  "method": "ωB97M-V with the def2-TZVPD basis set",
  "charge": 1,
  "de_lowest_kcal_mol": 176.52,
  "homo_energy_ev": -13.87,
  "gap_ev": 9.96,
  "symbols": ["C", "C", "C", "N", "O", "O", "H", "H", "H", "H", "H", "H", "H", "H"],
  "positions_angstrom": [[-0.867395, -0.257386, -2.134630], [-0.741754, -0.380241, -0.836151], [0.492620, 1.065532, 0.289872], [0.374322, 0.827851, 1.743522], [0.284163, -2.046434, 0.518196], [-0.887949, -1.324724, 0.035599], [-1.311224, -1.128741, -2.744253], [-0.757616, 0.677343, -2.609420], [0.293824, 2.070786, 0.033964], [1.362083, 0.645170, -0.060269], [-0.360718, 1.404118, 2.090653], [1.206087, 1.149614, 2.116472], [0.161641, -0.275403, 1.789962], [0.751916, -2.427484, -0.233517]],
  "forces_ev_per_angstrom": [[-1.533, -2.179, -0.439], [3.684, 2.914, 1.694], [-3.427, -1.861, -1.871], [-2.273, -3.565, -2.536], [0.119, 1.041, 0.543], [-1.495, -1.895, 0.631], [0.818, 1.388, 1.057], [0.290, 0.834, -0.458], [-0.114, 0.869, -0.313], [2.124, -0.478, -0.641], [-1.019, 0.062, 0.682], [2.316, 0.088, 1.694], [0.698, 2.851, 0.728], [-0.188, -0.068, -0.771]]
}

---

{
  "formula": "C3H8NO2",
  "method": "ωB97M-V with the def2-TZVPD basis set",
  "charge": 1,
  "de_lowest_kcal_mol": 109.31,
  "homo_energy_ev": -16.00,
  "gap_ev": 10.84,
  "smiles": "CC/[N+](O)=C/O",
  "symbols": ["C", "C", "N", "O", "C", "O", "H", "H", "H", "H", "H", "H", "H", "H"],
  "positions_angstrom": [[0.737013, -1.684535, 0.435520], [0.996347, -0.500890, -0.346382], [0.054686, 0.504217, -0.085277], [0.227259, 1.256848, 1.395304], [-1.004960, 0.884683, -0.718554], [-1.781274, 1.774507, -0.236172], [0.540785, -1.347742, 1.523698], [-0.238498, -2.133077, 0.076315], [1.479886, -2.380969, 0.297816], [0.961639, -0.873901, -1.418986], [2.047574, -0.016043, -0.296850], [-0.139981, 2.198672, 1.512719], [-1.159984, 0.431504, -1.673362], [-2.720493, 1.886728, -0.465789]],
  "forces_ev_per_angstrom": [[-3.689, 0.286, 3.159], [3.448, 0.833, -2.757], [-2.167, 4.815, 3.027], [0.165, -1.649, -2.199], [0.768, -0.907, 0.160], [-0.281, 1.102, 1.254], [0.715, -1.119, -1.479], [1.016, 0.319, 0.445], [1.744, -1.648, 0.175], [-0.416, 1.285, 0.714], [-1.641, -0.876, 0.399], [0.200, -1.634, -1.589], [-0.319, -0.369, -0.623], [0.456, -0.439, -0.685]]
}

---

{
  "formula": "C3H8NO2P",
  "method": "ωB97M-V with the def2-TZVPD basis set",
  "de_lowest_kcal_mol": 11.72,
  "homo_energy_ev": -8.72,
  "gap_ev": 9.45,
  "symbols": ["C", "C", "C", "N", "O", "O", "P", "H", "H", "H", "H", "H", "H", "H", "H"],
  "positions_angstrom": [[-0.489133, -0.715989, -0.067185], [0.775430, -1.472657, -0.461775], [-0.001976, 0.486660, 0.678643], [-0.559786, 1.740243, 0.432607], [1.968508, 0.776998, -1.247282], [3.161745, -0.254407, 0.725163], [1.804783, 0.011553, 0.173984], [-1.084588, -0.489421, -0.905312], [-1.307995, -1.306862, 0.529778], [0.751260, -2.435935, 0.083962], [0.937884, -1.422473, -1.505306], [-0.023826, 0.405456, 1.869618], [-0.374411, 2.465117, 1.207764], [2.927742, 0.606748, -1.456086], [-0.681979, 2.046667, -0.565012]],
  "forces_ev_per_angstrom": [[-2.329, -1.737, 1.195], [0.082, 0.532, 2.607], [1.464, 0.975, 3.661], [-0.585, 2.306, 0.223], [1.186, 0.229, -0.020], [-0.851, 0.693, 0.584], [-0.269, -2.591, -1.377], [-0.457, 0.997, -1.306], [1.898, 0.762, -0.612], [0.815, 0.398, -0.842], [0.093, -0.891, -1.061], [0.020, -0.463, -2.417], [-0.465, -1.459, -2.437], [-1.162, 0.443, -0.012], [0.559, -0.192, 1.813]]
}

---

{
  "formula": "C3H8NO2S",
  "method": "ωB97M-V with the def2-TZVPD basis set",
  "charge": -1,
  "de_lowest_kcal_mol": 62.46,
  "homo_energy_ev": -2.99,
  "gap_ev": 6.88,
  "symbols": ["O", "C", "C", "C", "S", "N", "H", "H", "H", "H", "H", "H", "H", "H", "O"],
  "positions_angstrom": [[0.723160, -0.497535, -2.668455], [0.952058, -0.361593, -1.473682], [0.010750, -0.909504, -0.419729], [0.210798, -0.396690, 1.010863], [2.031415, -0.253625, 1.313057], [-1.491992, -0.880421, -0.827076], [1.876738, 0.255285, -1.345689], [0.224218, -1.974331, -0.463761], [-0.426739, 0.440019, 1.246056], [-0.067423, -1.203912, 1.684151], [-1.490451, -0.711056, -1.819715], [-1.988543, -0.135525, -0.355394], [-0.704423, 1.729029, 1.741183], [0.551223, 2.388781, 1.093976], [-0.410795, 2.511084, 1.284215]],
  "forces_ev_per_angstrom": [[-0.721, -0.657, 0.167], [0.309, 1.603, -1.844], [-1.844, 0.143, 0.153], [1.352, -1.804, -0.161], [-0.381, 0.656, 0.348], [1.869, -0.239, 0.271], [-0.706, -0.648, 1.367], [0.367, -0.201, 0.368], [0.212, -0.318, -0.458], [-0.493, -0.033, -0.008], [-0.263, 0.140, -0.380], [0.318, 0.270, -0.085], [0.238, 0.079, 0.336], [-1.015, -0.373, 0.430], [0.761, 1.382, -0.505]]
}

---

{
  "formula": "C3H8NO2S",
  "method": "ωB97M-V with the def2-TZVPD basis set",
  "de_lowest_kcal_mol": 37.63,
  "multiplicity": 2,
  "homo_energy_ev": [-9.68, -9.57],
  "gap_ev": [10.09, 6.82],
  "s_squared": 0.76,
  "symbols": ["O", "C", "C", "C", "S", "N", "H", "H", "H", "H", "H", "H", "H", "H", "O"],
  "positions_angstrom": [[1.391007, 0.973611, -0.555186], [1.297838, -0.232402, -0.429703], [-0.160255, -0.963548, -0.562000], [-0.509530, -1.172057, 0.861406], [0.968820, -0.584710, 1.770095], [-1.162307, -0.154814, -1.339591], [2.165733, -0.865591, -0.463349], [0.058452, -1.899719, -1.117448], [-1.369319, -0.755688, 1.397604], [-0.612149, -2.299612, 1.014958], [-0.634855, 0.033511, -2.199089], [-1.255440, 0.764341, -0.904343], [-0.368359, 2.215359, 1.611120], [0.441053, 2.307673, 0.142806], [-0.250683, 2.633649, 0.772713]],
  "forces_ev_per_angstrom": [[0.466, 0.263, -0.073], [-1.772, -0.311, -1.458], [0.812, 1.932, -1.719], [-0.251, -2.529, 2.458], [-0.425, -0.309, 0.751], [1.831, -0.755, 0.363], [0.634, -0.470, -0.195], [-0.444, 0.412, 0.447], [-0.116, 0.297, -1.123], [0.244, 1.352, 0.199], [-0.668, 0.110, -0.029], [0.023, -0.143, 0.171], [0.735, -0.833, 0.350], [-0.754, -0.344, 1.632], [-0.314, 1.329, -1.774]]
}

---

Please write out number 5 again, unchanged.
{
  "formula": "C3H8NO2S",
  "method": "ωB97M-V with the def2-TZVPD basis set",
  "charge": -1,
  "de_lowest_kcal_mol": 62.46,
  "homo_energy_ev": -2.99,
  "gap_ev": 6.88,
  "symbols": ["O", "C", "C", "C", "S", "N", "H", "H", "H", "H", "H", "H", "H", "H", "O"],
  "positions_angstrom": [[0.723160, -0.497535, -2.668455], [0.952058, -0.361593, -1.473682], [0.010750, -0.909504, -0.419729], [0.210798, -0.396690, 1.010863], [2.031415, -0.253625, 1.313057], [-1.491992, -0.880421, -0.827076], [1.876738, 0.255285, -1.345689], [0.224218, -1.974331, -0.463761], [-0.426739, 0.440019, 1.246056], [-0.067423, -1.203912, 1.684151], [-1.490451, -0.711056, -1.819715], [-1.988543, -0.135525, -0.355394], [-0.704423, 1.729029, 1.741183], [0.551223, 2.388781, 1.093976], [-0.410795, 2.511084, 1.284215]],
  "forces_ev_per_angstrom": [[-0.721, -0.657, 0.167], [0.309, 1.603, -1.844], [-1.844, 0.143, 0.153], [1.352, -1.804, -0.161], [-0.381, 0.656, 0.348], [1.869, -0.239, 0.271], [-0.706, -0.648, 1.367], [0.367, -0.201, 0.368], [0.212, -0.318, -0.458], [-0.493, -0.033, -0.008], [-0.263, 0.140, -0.380], [0.318, 0.270, -0.085], [0.238, 0.079, 0.336], [-1.015, -0.373, 0.430], [0.761, 1.382, -0.505]]
}

---

What is the formula in the first record?
C3H8NO2